A 10-piece molecular cluster, C40H110N10O10 overall in a non-equilibrium geometry, computed with ωB97M-V with the def2-TZVPD basis set.

Geometry as XYZ:
```
170
Properties=species:S:1:pos:R:3:forces:R:3
C 9.86550 35.32305 -18.19583 0.68 0.51 0.47
O 9.55785 34.43896 -19.23946 -0.57 0.09 -0.17
C 8.61769 33.45658 -18.83407 -0.23 -0.26 0.08
C 8.23186 32.54405 -19.98705 0.69 -0.34 -0.52
C 7.16497 31.57210 -19.52480 -0.64 0.42 0.41
N 9.37485 31.78225 -20.54721 0.03 0.56 0.32
H 9.03508 35.54627 -17.51607 -0.20 -0.26 -0.19
H 10.19287 36.28657 -18.59593 -0.04 -0.17 -0.27
H 10.69979 34.95280 -17.58100 -0.16 -0.15 -0.03
H 9.06465 32.86775 -18.01695 -0.20 -0.04 0.03
H 7.67194 33.91003 -18.50503 0.25 0.21 0.26
H 7.85668 33.19820 -20.78097 -0.08 -0.15 -0.03
H 6.78687 30.87927 -20.27417 0.51 -0.05 -0.24
H 6.27584 32.13317 -19.21350 0.19 0.03 0.20
H 7.54763 31.01736 -18.66240 -0.14 -0.15 -0.06
H 9.75036 31.19680 -19.80157 -0.10 -0.08 -0.10
H 10.11702 32.45968 -20.72225 -0.06 -0.14 -0.15
C 0.63912 30.83221 -13.72451 0.03 -0.72 1.33
O 1.09633 31.40772 -14.89458 -0.03 0.49 -0.01
C 2.47414 31.29753 -15.08116 0.88 -0.63 -0.61
C 2.77905 31.70049 -16.50849 -0.72 0.85 -0.43
C 2.11712 30.76511 -17.51004 0.68 -0.23 -1.25
N 4.22016 31.88749 -16.70164 -0.24 -0.41 -0.03
H 0.74097 29.73462 -13.70840 -0.39 -0.03 -0.48
H -0.38515 31.15211 -13.55862 -0.14 -0.26 -0.19
H 1.18972 31.08165 -12.80062 0.20 0.62 -0.40
H 3.08624 31.88606 -14.38930 -0.30 0.19 0.15
H 2.80373 30.24966 -14.98761 -0.10 -0.09 0.28
H 2.29717 32.67590 -16.67258 0.23 0.07 0.23
H 1.03035 30.76703 -17.57477 -0.05 -0.12 0.68
H 2.53468 29.75662 -17.45121 -0.31 -0.21 0.37
H 2.40058 31.03550 -18.53729 0.16 0.13 0.17
H 4.64803 30.96699 -16.79542 0.11 0.15 0.03
H 4.37149 32.35437 -17.59151 0.08 -0.03 0.05
C -0.85318 31.11935 -20.92836 -0.76 -0.34 0.15
O 0.43757 31.61015 -20.72798 0.52 -0.28 -0.52
C 0.66296 32.82216 -21.42760 -0.17 -0.32 0.66
C 2.09558 33.25543 -21.21476 0.07 0.43 0.43
C 3.12052 32.18842 -21.56736 -0.30 -0.10 -0.26
N 2.36031 33.61444 -19.81081 -0.34 -0.44 0.05
H -1.55051 31.62796 -20.25088 -0.17 0.04 -0.23
H -0.91412 30.04987 -20.71622 0.38 0.08 0.27
H -1.19386 31.20846 -21.96718 0.07 0.32 0.02
H 0.44374 32.71141 -22.49614 -0.11 -0.03 0.01
H 0.00231 33.57229 -20.96658 -0.04 0.20 -0.44
H 2.19840 34.14708 -21.84386 0.36 0.00 0.07
H 2.89207 31.25243 -21.05042 -0.15 0.06 -0.05
H 4.11322 32.48067 -21.22724 0.06 0.19 -0.31
H 3.08364 32.01074 -22.64375 0.31 -0.12 0.04
H 2.28859 32.71881 -19.33134 0.05 0.23 0.32
H 1.63036 34.19266 -19.40103 -0.02 0.05 -0.24
C 4.52523 28.72996 -12.16101 -0.23 0.56 -0.28
O 4.53626 27.75316 -13.16894 -0.11 -0.07 -0.32
C 3.94860 26.54004 -12.76254 0.58 -0.30 0.66
C 3.69438 25.65397 -13.96057 0.51 -1.65 -0.91
C 2.95495 26.29035 -15.11132 -1.10 0.99 0.36
N 3.09042 24.34243 -13.64654 0.01 0.56 -0.02
H 5.11178 28.44541 -11.28413 -0.13 -0.13 0.10
H 3.49365 28.96561 -11.88211 0.07 -0.16 0.35
H 4.94291 29.64940 -12.57502 0.18 -0.13 -0.10
H 4.66733 25.99775 -12.11783 -0.11 0.08 0.03
H 3.07141 26.69151 -12.11102 -0.24 0.18 -0.47
H 4.66200 25.28860 -14.33111 0.22 0.75 -0.04
H 2.49348 25.56143 -15.77423 0.29 -0.18 -0.01
H 3.53001 27.01302 -15.68283 0.34 -0.13 -0.01
H 2.12252 26.88841 -14.70379 0.00 -0.14 -0.07
H 2.10936 24.39966 -13.39675 0.07 0.04 0.36
H 3.67077 23.88884 -12.95432 -0.42 -0.19 0.23
C -0.48263 26.33715 -13.01422 -0.16 -0.22 -0.77
O -0.02634 25.04063 -13.38153 0.72 0.70 0.44
C -1.09888 24.16666 -13.61340 -0.80 0.65 0.40
C -0.56964 22.76163 -13.63869 0.35 0.01 0.83
C -1.64880 21.78173 -14.04182 0.05 -0.52 -1.00
N -0.03641 22.37514 -12.29000 -0.14 0.43 -0.54
H -0.98385 26.30628 -12.04151 -0.20 0.08 -0.15
H -1.13189 26.68207 -13.83178 -0.30 0.19 0.44
H 0.32885 27.06074 -12.96451 0.34 -0.38 0.00
H -1.85306 24.32773 -12.82305 0.08 -0.39 0.12
H -1.61963 24.46712 -14.53343 0.16 -0.33 -0.22
H 0.27631 22.84601 -14.33188 -0.21 -0.58 -0.26
H -2.59440 21.95703 -13.52875 0.06 0.16 0.09
H -1.36972 20.74642 -13.84517 0.20 0.10 0.25
H -1.81906 21.80509 -15.12624 -0.16 0.25 0.15
H 0.09586 23.21835 -11.73749 0.06 -0.06 -0.05
H 0.89362 21.99769 -12.43480 -0.04 -0.09 0.18
C 7.80123 38.59795 -19.25049 0.29 0.11 -0.34
O 6.62463 38.00601 -19.75928 0.04 0.32 0.09
C 6.36940 36.75323 -19.13539 -0.22 0.66 -0.54
C 5.25757 36.05528 -19.88684 -0.02 -1.89 0.95
C 3.93188 36.81121 -19.88335 0.64 0.36 -1.25
N 5.09461 34.69925 -19.24587 -0.58 0.36 0.40
H 8.68191 38.20825 -19.78233 -0.02 -0.28 0.38
H 7.87598 38.44717 -18.16887 0.18 -0.07 -0.03
H 7.83467 39.67354 -19.44035 -0.51 -0.06 -0.05
H 7.28358 36.15374 -19.17568 -0.10 -0.17 0.28
H 6.03142 36.95738 -18.10715 0.27 -0.29 0.11
H 5.64175 35.74377 -20.86188 -0.29 0.83 -0.32
H 3.41679 36.69552 -18.93406 -0.01 0.09 0.09
H 3.31716 36.43617 -20.70524 -0.23 -0.19 0.27
H 4.10248 37.86184 -20.13761 -0.07 0.03 0.34
H 4.16539 34.33301 -19.52260 0.58 0.09 -0.21
H 4.92343 34.83135 -18.24251 0.33 0.15 -0.10
C 1.29757 32.55036 -10.21670 0.58 0.17 -0.02
O 0.43872 32.03604 -9.23063 -0.17 0.04 0.28
C 0.52076 32.80179 -8.04040 0.63 0.19 0.03
C -0.57776 32.47054 -7.04084 -0.56 0.07 -0.59
C -1.90646 32.13516 -7.71672 -0.36 -0.26 0.43
N -0.79926 33.52997 -6.05210 0.30 0.53 -0.33
H 0.81400 33.32845 -10.81690 -0.14 -0.19 -0.14
H 1.65883 31.72376 -10.82588 -0.23 0.05 -0.21
H 2.19405 33.02441 -9.79054 -0.09 -0.14 0.16
H 1.51186 32.60074 -7.59975 -0.10 0.12 0.15
H 0.51952 33.87767 -8.27371 -0.32 -0.04 -0.09
H -0.30085 31.55560 -6.51141 0.12 0.05 0.09
H -1.76364 31.18105 -8.22100 -0.46 -0.12 0.10
H -2.40683 32.80231 -8.42549 0.84 0.44 -0.16
H -2.63630 32.09488 -6.90132 0.02 -0.65 -0.06
H -1.47273 34.17874 -6.45559 -0.04 -0.08 0.14
H 0.04011 34.10053 -5.95423 0.00 -0.24 0.25
C 1.80746 24.13024 -21.87753 0.12 0.07 -0.38
O 1.78661 25.06493 -20.83343 -0.27 0.56 -0.18
C 2.46586 26.26302 -21.19111 0.14 -0.66 0.73
C 2.38001 27.26834 -20.04273 0.24 -0.30 -0.24
C 0.93821 27.63766 -19.66201 1.41 -0.58 -0.12
N 3.13629 28.45380 -20.42837 -0.91 0.03 0.99
H 1.58884 24.59737 -22.84785 -0.08 0.07 0.08
H 1.03468 23.38866 -21.69430 0.15 -0.18 0.13
H 2.80258 23.67994 -21.97111 -0.09 -0.23 0.06
H 3.53278 26.02480 -21.31327 -0.03 0.11 -0.29
H 2.07972 26.66732 -22.13713 -0.10 0.06 0.06
H 2.82565 26.73885 -19.19550 0.30 0.45 0.11
H 0.48821 27.89527 -20.62102 -0.76 0.23 0.40
H 0.99184 28.43479 -18.92525 -0.27 0.34 -0.29
H 0.51056 26.77007 -19.16324 -0.48 -0.01 -0.42
H 2.74471 28.86919 -21.25596 0.51 0.21 -0.20
H 4.13084 28.45534 -20.31114 0.12 -0.13 -0.41
C -2.85681 33.90518 -11.36538 -0.22 -0.48 -0.05
O -3.33548 32.63642 -10.97324 -0.48 0.05 -0.33
C -2.54739 31.54592 -11.42080 -0.06 -0.45 0.38
C -3.46623 30.36704 -11.72450 -0.85 0.31 0.23
C -2.79713 29.00845 -11.53038 -0.06 0.85 -0.08
N -4.01258 30.50567 -13.07937 0.70 -0.08 0.08
H -1.94252 34.12391 -10.80815 0.10 0.36 -0.20
H -3.64500 34.62550 -11.15910 0.10 0.09 0.28
H -2.70062 33.92570 -12.44931 0.34 0.07 0.03
H -1.98734 31.82629 -12.32141 0.12 -0.07 0.14
H -1.88406 31.25001 -10.59848 0.33 0.13 -0.26
H -4.27374 30.49492 -10.98511 0.08 -0.25 0.05
H -2.65652 28.84106 -10.46261 0.28 -0.08 -0.03
H -1.84354 29.06464 -12.06229 0.05 -0.49 0.09
H -3.42125 28.20466 -11.91714 0.08 -0.01 -0.15
H -4.83948 29.93771 -13.19395 -0.14 0.16 -0.07
H -4.22116 31.48029 -13.25295 -0.34 -0.08 -0.06
C 0.99915 24.50555 -8.12733 0.26 0.26 -0.84
O 0.74306 25.85905 -8.46767 -0.19 -0.20 0.60
C 1.91322 26.52319 -8.85686 -0.08 0.69 -0.33
C 1.61550 28.00952 -8.97224 -0.65 0.41 -0.47
C 0.65102 28.27789 -10.10897 -0.11 -0.63 -1.61
N 2.85949 28.75288 -9.24733 -0.08 -0.16 0.99
H 1.20767 23.96090 -9.05852 0.08 -0.22 0.19
H 0.12746 24.06600 -7.65612 -0.10 0.15 0.11
H 1.87799 24.44779 -7.48038 -0.08 -0.17 0.16
H 2.73017 26.37511 -8.13542 -0.04 -0.21 -0.04
H 2.21763 26.20015 -9.86435 0.30 -0.24 0.20
H 1.09134 28.37423 -8.07929 0.34 -0.27 0.31
H 0.88883 27.69997 -11.01842 0.51 -0.12 0.39
H 0.71637 29.29445 -10.50304 -0.37 0.27 0.60
H -0.37146 27.94470 -9.93200 -0.06 0.47 0.47
H 3.51764 28.47874 -8.51489 0.13 0.08 -0.26
H 2.65136 29.72328 -9.01414 0.10 0.02 -0.31
```
Forces are in eV/Å.

Summary:
Energy = -78633.89434 eV
LUMO level = 0.58 eV
Energy relative to the best compared isomer or geometry (same formula, charge and spin) = 43.2 kcal/mol
Orbital gap = 9.51 eV
SMILES = COC[C@H](C)N.COC[C@H](C)N.COC[C@H](C)N.COC[C@H](C)N.COC[C@H](C)N.COC[C@H](C)N.COC[C@H](C)N.COC[C@H](C)N.COC[C@H](C)N.COC[C@H](C)N

Löwdin population analysis, charges in e, atoms 1 to 99: -0.138 -0.183 -0.228 -0.438 -0.076 0.035 0.084 0.080 0.088 0.133 0.104 0.140 0.074 0.045 0.081 0.066 0.063 -0.115 -0.156 -0.225 -0.440 -0.064 0.058 0.088 0.073 0.066 0.128 0.128 0.138 0.085 0.075 0.045 0.076 0.042 -0.117 -0.200 -0.208 -0.413 -0.042 0.042 0.093 0.075 0.089 0.129 0.129 0.135 0.055 0.072 0.087 0.043 0.093 -0.123 -0.184 -0.219 -0.434 -0.054 0.046 0.083 0.062 0.085 0.128 0.108 0.137 0.078 0.069 0.068 0.035 0.064 -0.096 -0.223 -0.240 -0.423 -0.073 0.048 0.090 0.099 0.058 0.133 0.135 0.138 0.079 0.073 0.079 0.053 0.064 -0.117 -0.188 -0.213 -0.401 -0.055 0.022 0.086 0.086 0.084 0.106 0.136 0.139 0.078 0.065